Version A
Below is a single C5H14N2O molecule, with properties calculated with wB97M-V/def2-TZVPD.

Element x y z (Å)
C1 0.80 0.83 -1.37
N1 0.75 -0.46 -0.75
C2 -0.47 -1.25 -0.92
C3 -0.83 -1.93 0.37
C4 -1.42 -1.04 1.43
O1 -2.85 -0.98 1.27
C5 1.78 1.78 -0.66
N2 1.50 1.81 0.77
H1 -0.15 1.37 -1.37
H2 1.03 0.77 -2.43
H3 1.06 -0.40 0.21
H4 -1.28 -0.53 -1.12
H5 -0.30 -1.98 -1.71
H6 -1.62 -2.67 0.19
H7 0.03 -2.50 0.74
H8 -1.00 -0.04 1.41
H9 -1.22 -1.48 2.41
H10 -3.10 -0.05 1.29
H11 1.60 2.74 -1.15
H12 2.80 1.43 -0.83
H13 0.64 2.31 0.96
H14 2.25 2.27 1.26

- M: 118.180 g/mol
- Highest occupied orbital energy: -8.3 eV
- SMILES: NCCNCCCO

Löwdin atomic charge list, values in e, 8 entries: atom 1 (C): -0.2730, atom 2 (N): -0.0808, atom 3 (C): -0.2252, atom 4 (C): -0.2009, atom 5 (C): -0.2587, atom 6 (O): -0.0727, atom 7 (C): -0.2700, atom 8 (N): -0.0111


Version B
Below is 2 unconnected molecules or ions with the total composition C5H14N2O, with properties calculated with wB97M-V/def2-TZVPD.

Element x y z (Å)
N1 1.77 3.15 -1.35
C1 1.45 2.08 -0.39
C2 0.23 2.46 0.43
N2 0.06 1.54 1.57
H1 1.13 3.10 -2.14
H2 2.70 3.00 -1.73
H3 2.30 1.92 0.28
H4 1.28 1.11 -0.88
H5 0.40 3.46 0.84
H6 -0.63 2.48 -0.24
H7 -0.72 1.90 2.12
H8 -0.29 0.65 1.22
C3 -1.01 -1.81 -1.19
C4 -0.88 -2.31 0.03
O1 -0.51 -1.49 1.07
C5 -1.18 -3.73 0.40
H9 -1.34 -2.47 -1.98
H10 -0.79 -0.77 -1.40
H11 -0.21 -2.03 1.82
H12 -1.49 -4.30 -0.47
H13 -0.29 -4.20 0.85
H14 -1.97 -3.77 1.14

- M: 118.180 g/mol
- Highest occupied orbital energy: -9.0 eV
- SMILES: C=C(C)O.NCCN

Löwdin atomic charge list, values in e, 8 entries: atom 1 (N): -0.0186, atom 2 (C): -0.3046, atom 3 (C): -0.3036, atom 4 (N): -0.0084, atom 5 (H): 0.0602, atom 6 (H): 0.0558, atom 7 (H): 0.1067, atom 8 (H): 0.0983


Version C
Below is 2 unconnected molecules or ions with the total composition C5H14N2O, with properties calculated with wB97M-V/def2-TZVPD.

Element x y z (Å)
C1 2.61 -0.15 -0.34
C2 1.46 0.83 -0.20
C3 0.24 0.16 0.35
C4 -0.60 -0.50 -0.47
N1 -1.63 -1.36 -0.05
C5 -3.00 -0.93 -0.32
N2 3.17 -0.41 0.99
H1 2.32 -1.11 -0.78
H2 3.46 0.29 -0.89
H3 1.77 1.67 0.40
H4 1.17 1.35 -1.12
H5 0.24 0.02 1.43
H6 -0.52 -0.32 -1.54
H7 -1.53 -1.67 0.90
H8 -3.22 0.13 -0.36
H9 -3.31 -1.13 -1.35
H10 -3.75 -1.41 0.31
H11 2.51 -0.99 1.51
H12 4.04 -0.91 0.99
H13 -1.22 1.60 0.28
H14 -2.42 2.59 0.43
O1 -1.79 2.25 -0.20

- M: 118.180 g/mol
- Highest occupied orbital energy: -8.5 eV
- SMILES: CN/C=C/CCN.O

Löwdin atomic charge list, values in e, 8 entries: atom 1 (C): -0.2861, atom 2 (C): -0.2285, atom 3 (C): -0.1634, atom 4 (C): -0.1712, atom 5 (N): -0.0752, atom 6 (C): -0.1221, atom 7 (N): -0.0221, atom 8 (H): 0.1065


Version D
Below is a single C5H14N2O molecule, with properties calculated with wB97M-V/def2-TZVPD.

Element x y z (Å)
C1 0.84 0.44 -0.13
C2 -0.46 -0.26 -0.21
C3 1.96 -0.95 -0.24
C4 -1.58 1.04 -0.51
C5 -0.92 -1.01 1.02
N1 1.03 1.28 0.99
N2 -2.85 0.59 -0.99
O1 3.00 -0.49 -1.09
H1 3.73 -0.13 -0.58
H2 1.04 1.01 -1.05
H3 -0.50 -0.87 -1.11
H4 1.87 1.84 0.94
H5 0.97 0.79 1.88
H6 -3.30 -0.04 -0.33
H7 -2.77 0.11 -1.88
H8 1.59 -1.86 -0.70
H9 2.30 -1.19 0.77
H10 -1.16 1.74 -1.24
H11 -1.69 1.56 0.44
H12 -0.96 -0.35 1.89
H13 -1.91 -1.43 0.86
H14 -0.24 -1.83 1.25

- M: 118.180 g/mol
- Highest occupied orbital energy: -7.8 eV
- SMILES: C[C@@H](CN)[C@@H](N)CO

Löwdin atomic charge list, values in e, 8 entries: atom 1 (C): -0.3558, atom 2 (C): -0.3271, atom 3 (C): -0.1733, atom 4 (C): -0.2176, atom 5 (C): -0.0755, atom 6 (N): 0.0610, atom 7 (N): -0.0257, atom 8 (O): -0.1035


Computed relative energies in units of kcal/mol: version A 0.0; version B 2.6; version C 11.5; version D 16.0


Version A
Below is 2 unconnected molecules or ions with the total composition C5H14N2O, with properties calculated with wB97M-V/def2-TZVPD.

Element x y z (Å)
C1 -1.35 0.78 -0.89
C2 -0.48 1.49 0.20
C3 1.01 0.95 0.28
N1 2.37 -2.18 -1.18
C4 1.62 -1.40 -0.27
C5 1.31 -0.16 -0.68
N2 -2.74 1.25 -0.78
H1 -1.13 -0.27 -0.61
H2 -0.97 1.10 -1.84
H3 -0.75 1.54 1.26
H4 -0.20 2.54 -0.09
H5 1.74 1.70 -0.29
H6 1.35 0.98 1.31
H7 2.44 -1.88 -2.15
H8 2.36 -3.20 -1.05
H9 1.67 -1.77 0.75
H10 1.32 0.06 -1.76
H11 -3.36 0.63 -1.26
H12 -2.98 1.27 0.21
H13 -0.34 -1.38 2.82
H14 -1.74 -1.20 3.34
O1 -1.14 -0.84 2.68

- M: 118.180 g/mol
- Highest occupied orbital energy: -7.6 eV
- SMILES: N/C=C/CCCN.O

Löwdin atomic charge list, values in e, 8 entries: atom 1 (C): -0.2901, atom 2 (C): -0.2050, atom 3 (C): -0.2139, atom 4 (N): -0.0044, atom 5 (C): -0.2087, atom 6 (C): -0.1924, atom 7 (N): -0.0163, atom 8 (H): 0.1006


Version B
Below is a single C5H14N2O molecule, with properties calculated with wB97M-V/def2-TZVPD.

Element x y z (Å)
C1 0.97 0.48 -0.86
N1 1.19 1.45 0.14
C2 0.24 1.84 1.20
O1 -0.97 2.42 0.70
C3 0.79 -1.01 -0.21
C4 -0.42 -1.17 0.67
C5 -1.68 -0.81 -0.05
N2 0.97 -2.04 -1.25
H1 -0.04 0.74 -1.42
H2 1.75 0.50 -1.67
H3 1.50 2.28 -0.35
H4 0.07 1.02 2.02
H5 0.57 2.75 1.52
H6 -1.49 1.76 0.21
H7 1.74 -1.22 0.49
H8 -0.70 -2.13 1.09
H9 -0.29 -0.83 1.78
H10 -2.20 0.22 0.32
H11 -1.74 -1.04 -1.19
H12 -2.47 -1.43 0.39
H13 2.01 -1.87 -1.64
H14 0.17 -1.93 -1.89

- M: 118.180 g/mol
- Highest occupied orbital energy: -8.7 eV
- SMILES: CC[C@@H](N)CNCO

Löwdin atomic charge list, values in e, 8 entries: atom 1 (C): -0.2140, atom 2 (N): -0.0677, atom 3 (C): -0.2478, atom 4 (O): -0.0828, atom 5 (C): -0.4266, atom 6 (C): -0.2835, atom 7 (C): -0.1326, atom 8 (N): -0.0116


Version C
Below is 3 unconnected molecules or ions with the total composition C5H14N2O, with properties calculated with wB97M-V/def2-TZVPD.

Element x y z (Å)
C1 -0.37 0.08 -0.88
C2 1.37 -1.31 0.42
C3 -0.87 0.06 1.53
C4 -2.56 0.38 -0.94
C5 2.46 -0.35 0.78
N1 -0.59 -0.54 0.25
N2 0.15 1.36 -0.99
O1 -0.12 -0.68 -1.99
H1 -0.14 -0.07 -2.74
H2 1.09 1.38 -1.36
H3 0.05 1.92 -0.15
H4 1.51 -1.86 -0.51
H5 1.08 -1.99 1.22
H6 -1.89 0.43 1.60
H7 -0.76 -0.73 2.28
H8 -0.19 0.87 1.81
H9 -2.65 0.30 -2.02
H10 -3.13 -0.37 -0.41
H11 -2.71 1.39 -0.56
H12 2.74 0.30 -0.06
H13 3.37 -0.87 1.11
H14 2.16 0.30 1.62

- M: 118.180 g/mol
- Highest occupied orbital energy (alpha / beta): -6.8 / -6.5 eV

Löwdin atomic charge list, values in e, 8 entries: atom 1 (C): -0.6586, atom 2 (C): -0.0647, atom 3 (C): -0.1224, atom 4 (C): -0.0035, atom 5 (C): -0.1567, atom 6 (N): -0.0379, atom 7 (N): 0.1371, atom 8 (O): 0.0531


Version D
Below is a single C5H14N2O molecule, with properties calculated with wB97M-V/def2-TZVPD.

Element x y z (Å)
C1 -2.36 0.14 -0.66
N1 -1.12 -0.65 -0.43
C2 0.13 0.00 -0.64
C3 0.89 0.20 0.70
C4 0.12 0.93 1.81
N2 -0.82 0.32 2.79
C5 1.02 -0.87 -1.55
O1 2.35 -0.21 -1.93
H1 -2.93 -0.16 -1.57
H2 -2.95 0.12 0.23
H3 -2.07 1.24 -0.73
H4 -1.19 -1.52 -1.04
H5 0.18 1.02 -1.25
H6 1.27 -0.69 1.24
H7 1.83 0.89 0.56
H8 0.98 1.39 2.34
H9 -0.45 1.83 1.51
H10 -1.77 0.68 2.78
H11 -0.69 -0.72 2.96
H12 1.20 -1.85 -0.96
H13 0.51 -0.98 -2.50
H14 2.07 0.37 -2.59

- M: 118.180 g/mol
- Highest occupied orbital energy: -8.3 eV
- SMILES: CN[C@H](CO)CCN

Löwdin atomic charge list, values in e, 8 entries: atom 1 (C): -0.1091, atom 2 (N): -0.0920, atom 3 (C): -0.4277, atom 4 (C): -0.1657, atom 5 (C): -0.3082, atom 6 (N): -0.0261, atom 7 (C): -0.1733, atom 8 (O): -0.0799


Computed relative energies in units of kcal/mol: version A 0.0; version B 24.7; version C 66.1; version D 4.5


Version A
Below is a single C5H14N2O molecule, with properties calculated with wB97M-V/def2-TZVPD.

Element x y z (Å)
C1 0.36 1.16 0.50
N1 1.81 1.25 0.63
C2 2.21 2.27 1.59
C3 -0.04 -0.09 -0.29
C4 0.27 0.10 -1.80
N2 -1.42 -0.45 -0.02
C5 -1.77 -1.78 0.29
O1 -1.61 -2.74 -0.77
H1 -0.04 2.06 0.01
H2 -0.03 1.05 1.50
H3 2.22 1.43 -0.28
H4 2.06 1.90 2.61
H5 1.69 3.24 1.47
H6 3.28 2.41 1.55
H7 0.59 -0.90 0.06
H8 0.81 -0.75 -2.22
H9 -0.64 0.17 -2.40
H10 0.86 1.01 -1.98
H11 -2.13 0.04 -0.56
H12 -2.81 -1.81 0.58
H13 -1.17 -2.13 1.15
H14 -1.11 -2.35 -1.50

- M: 118.180 g/mol
- Highest occupied orbital energy: -8.8 eV
- SMILES: CNC[C@H](C)NCO

Löwdin atomic charge list, values in e, 8 entries: atom 1 (C): -0.2287, atom 2 (N): -0.1296, atom 3 (C): -0.1447, atom 4 (C): -0.3764, atom 5 (C): -0.0491, atom 6 (N): -0.0341, atom 7 (C): -0.2945, atom 8 (O): -0.0733


Version B
Below is 2 unconnected molecules or ions with the total composition C5H14N2O, with properties calculated with wB97M-V/def2-TZVPD.

Element x y z (Å)
C1 -0.32 0.10 1.80
C2 -0.79 0.32 0.24
C3 0.33 0.89 -0.66
C4 1.53 0.09 -0.86
N1 1.17 -1.31 -1.08
N2 -1.94 1.21 0.17
C5 -2.79 1.06 -0.99
O1 2.24 -1.72 1.32
H1 -0.45 -0.94 2.27
H2 -0.87 0.89 2.43
H3 0.77 0.38 1.85
H4 -0.95 -0.77 -0.12
H5 0.52 1.92 -0.29
H6 -0.14 0.98 -1.60
H7 2.23 0.40 -1.58
H8 1.99 0.17 0.25
H9 1.64 -1.76 -1.92
H10 1.40 -1.83 -0.05
H11 -3.75 1.56 -0.95
H12 -3.02 -0.06 -1.16
H13 -2.28 1.31 -2.01
H14 2.52 -2.61 1.44

- M: 118.180 g/mol
- Highest occupied orbital energy: -7.5 eV

Löwdin atomic charge list, values in e, 8 entries: atom 1 (C): -0.0466, atom 2 (C): -0.3894, atom 3 (C): -0.1955, atom 4 (C): -0.2956, atom 5 (N): 0.0206, atom 6 (N): 0.1305, atom 7 (C): -0.1152, atom 8 (O): -0.3664


Computed relative energies in units of kcal/mol: version A 0.0; version B 169.4